[1]
82
Properties=species:S:1:pos:R:3 method="wB97M-V/def2-TZVPD" spin_multiplicity=4 fmax_ev_per_a=8.9 relative_energy_kcal_mol=0.00 homo_ev="-13.10 / -13.10" total_charge=+2 lumo_energy_ev="-9.830 / -9.161" s_squared=3.8493
Re -0.01 0.02 -0.03
C -7.32 2.38 -0.98
C -6.54 3.24 -0.31
C -6.74 3.68 1.11
C -7.54 2.74 2.02
C -7.00 1.34 2.15
C -7.25 0.28 1.37
C -8.18 0.25 0.19
C -8.51 1.61 -0.48
C 0.92 -1.67 0.92
H -7.13 2.23 -2.06
H -5.76 3.78 -0.85
H -7.25 4.66 1.13
H -5.75 3.86 1.57
H -7.51 3.17 3.03
H -8.60 2.76 1.72
H -6.38 1.20 3.05
H -6.86 -0.70 1.65
H -9.14 -0.21 0.48
H -7.76 -0.42 -0.58
H -9.12 1.37 -1.37
H -9.15 2.19 0.18
H 1.10 -2.32 0.04
H 0.46 -2.26 1.73
H 1.87 -1.25 1.27
P -1.39 1.72 -0.63
P -1.60 -0.55 1.37
C -2.86 1.70 0.46
C -2.91 0.73 1.40
C -0.80 3.46 -0.53
C -1.65 4.52 -0.19
C -1.13 5.82 -0.11
C 0.23 6.06 -0.32
C 1.08 4.99 -0.65
C 0.55 3.71 -0.76
C -2.08 1.60 -2.34
C -2.51 0.34 -2.79
C -2.98 0.19 -4.10
C -3.05 1.30 -4.95
C -2.66 2.56 -4.49
C -2.16 2.71 -3.19
C -1.26 -0.76 3.18
C -0.41 0.17 3.78
C -0.08 0.04 5.13
C -0.60 -1.01 5.89
C -1.48 -1.92 5.29
C -1.81 -1.80 3.94
C -2.59 -2.07 0.99
C -1.93 -3.18 0.46
C -2.66 -4.33 0.15
C -4.04 -4.37 0.34
C -4.69 -3.26 0.88
C -3.97 -2.11 1.20
H -3.64 2.44 0.29
H -3.66 0.67 2.19
H -2.70 4.34 0.00
H -1.79 6.65 0.13
H 0.64 7.07 -0.25
H 2.14 5.16 -0.82
H 1.21 2.88 -1.01
H -2.45 -0.52 -2.12
H -3.29 -0.80 -4.45
H -3.42 1.17 -5.97
H -2.73 3.43 -5.15
H -1.84 3.69 -2.85
H 0.00 0.99 3.18
H 0.59 0.76 5.60
H -0.34 -1.12 6.94
H -1.91 -2.74 5.87
H -2.49 -2.52 3.47
H -0.86 -3.15 0.28
H -2.13 -5.20 -0.25
H -4.60 -5.27 0.08
H -5.77 -3.28 1.04
H -4.49 -1.24 1.60
F 3.21 0.28 -3.29
Te 3.27 0.52 -1.38
F 3.18 0.78 0.53
F 5.21 0.64 -1.21
F 3.29 -1.38 -1.09
F 3.12 2.43 -1.64
O 1.34 0.44 -1.32

[2]
91
Properties=species:S:1:pos:R:3 method="wB97M-V/def2-TZVPD" fmax_ev_per_a=1.4 homo_ev=-4.28 total_charge=-1 lumo_energy_ev=1.725
C -0.08 0.74 -3.98
C 0.89 1.13 -3.37
C 2.05 1.61 -2.71
S 3.29 0.47 -2.57
O 2.96 -0.94 -2.57
O 4.17 0.89 -1.49
C 4.39 0.70 -4.06
F 5.10 1.83 -3.85
F 5.27 -0.32 -4.14
C 3.78 0.88 -5.48
F 4.82 1.20 -6.30
F 2.92 1.91 -5.51
C 3.12 -0.37 -6.11
F 4.10 -1.26 -6.41
F 2.26 -0.95 -5.26
C 2.35 -0.08 -7.43
F 3.03 0.74 -8.23
F 2.15 -1.24 -8.07
F 1.16 0.46 -7.16
H -0.93 0.41 -4.51
H 1.86 1.93 -1.70
N -0.56 4.69 -7.30
C 0.51 3.89 -6.98
C 1.47 4.68 -6.42
C 0.97 6.01 -6.40
C -0.29 5.98 -6.95
H -1.41 4.37 -7.72
H 0.48 2.83 -7.16
H 2.42 4.34 -6.05
H 1.47 6.88 -6.01
H -1.01 6.77 -7.11
N 1.74 -4.12 -0.09
C 1.77 -2.83 -0.55
C 0.82 -2.13 0.14
C 0.20 -3.02 1.05
C 0.79 -4.25 0.89
H 2.32 -4.86 -0.42
H 2.45 -2.53 -1.32
H 0.60 -1.08 0.00
H -0.59 -2.79 1.74
H 0.61 -5.19 1.38
N -2.22 -2.82 4.06
C -2.49 -1.49 3.96
C -3.85 -1.32 4.08
C -4.42 -2.61 4.26
C -3.39 -3.51 4.24
H -1.31 -3.23 4.01
H -1.70 -0.77 3.81
H -4.37 -0.38 4.05
H -5.46 -2.84 4.38
H -3.39 -4.59 4.33
N -6.24 0.00 1.84
C -6.23 1.35 2.06
C -6.92 1.95 1.04
C -7.37 0.92 0.17
C -6.93 -0.27 0.69
H -5.80 -0.68 2.43
H -5.73 1.77 2.91
H -7.08 3.01 0.92
H -7.94 1.03 -0.74
H -7.05 -1.29 0.35
N -2.96 -5.53 7.09
C -1.87 -6.31 7.39
C -2.22 -7.16 8.40
C -3.58 -6.88 8.73
C -4.00 -5.88 7.91
H -2.99 -4.82 6.39
H -0.95 -6.19 6.85
H -1.58 -7.89 8.86
H -4.17 -7.37 9.49
H -4.95 -5.38 7.83
N 8.22 4.30 -5.53
C 7.38 3.72 -4.63
C 7.76 4.13 -3.38
C 8.88 4.99 -3.54
C 9.14 5.08 -4.88
H 8.17 4.17 -6.53
H 6.58 3.07 -4.95
H 7.29 3.84 -2.45
H 9.43 5.49 -2.76
H 9.89 5.62 -5.42
N -2.62 0.07 6.93
C -3.59 -0.02 7.89
C -3.35 0.95 8.83
C -2.18 1.66 8.41
C -1.76 1.09 7.24
H -2.55 -0.52 6.12
H -4.37 -0.76 7.82
H -3.94 1.14 9.71
H -1.71 2.48 8.92
H -0.92 1.32 6.61